The following is a quantum chemistry calculation of a molecular structure, C15H31B3O6, from OMol25.

The geometry in XYZ format:
```
55
Properties=species:S:1:pos:R:3:forces:R:3
C -4.53230 1.15006 0.84528 0.055 0.105 -0.319
C -3.65718 0.73681 -0.34452 -0.264 -0.279 0.374
C -3.66116 -0.77231 -0.57379 -0.106 0.037 -0.308
C -2.57200 -1.23988 -1.56715 0.191 0.055 0.305
B -1.18464 -1.30409 -0.85898 -0.406 0.162 -0.486
O -0.74255 -2.51483 -0.31876 0.124 0.101 0.213
B -0.03016 -2.42135 0.85344 -0.396 0.003 0.045
O 0.20176 -1.15504 1.34528 0.975 -0.402 -0.124
B 0.57590 -0.32745 0.27511 -0.349 0.509 0.336
C 2.01224 0.26847 0.21756 -0.137 0.434 -0.428
C 2.30097 1.21783 -0.96709 0.107 -0.206 0.152
C 2.64508 2.62363 -0.49222 -0.478 -0.039 -0.044
C 2.81901 3.65971 -1.59943 0.262 -0.222 0.109
C 3.82672 3.26502 -2.67128 -0.368 0.204 0.252
O 3.18162 2.43805 -3.61531 0.117 -0.183 0.065
C 3.91850 2.17759 -4.79677 -0.060 -0.227 -0.035
C 5.39634 1.83664 -4.60539 -0.171 -0.021 -0.358
O -0.38162 -0.18016 -0.71293 0.284 -0.636 0.145
H -4.50787 0.40500 1.63802 0.063 0.018 0.140
H -4.19693 2.10505 1.24424 -0.038 0.049 0.128
H -5.56850 1.27933 0.53666 -0.106 -0.091 0.046
H -4.05307 1.20372 -1.24621 0.264 0.201 -0.119
H -2.63660 1.08210 -0.18448 0.082 0.053 -0.093
H -4.62992 -1.05426 -0.99006 -0.112 -0.049 0.105
H -3.57952 -1.30135 0.37891 0.090 -0.026 0.075
H -2.53189 -0.53054 -2.39397 -0.105 -0.094 -0.196
H -2.82329 -2.23820 -1.92073 -0.036 0.002 -0.238
H 0.39183 -3.39150 1.39364 -0.172 -0.038 0.110
H 2.69198 -0.58739 0.17149 0.000 -0.117 0.174
H 2.22720 0.76373 1.16696 0.074 -0.068 0.132
H 3.12333 0.81638 -1.55783 0.059 0.030 -0.071
H 1.44747 1.24758 -1.64274 -0.063 0.092 -0.055
H 3.52607 2.57688 0.15204 0.150 0.059 -0.052
H 1.82255 2.96229 0.14533 0.029 0.050 0.127
H 1.85904 3.84657 -2.07937 -0.048 0.097 -0.068
H 3.15985 4.58591 -1.13553 -0.066 0.143 -0.054
H 4.21730 4.16741 -3.15158 0.124 0.010 -0.128
H 4.64736 2.73264 -2.18004 0.219 0.054 -0.122
H 3.79987 3.01537 -5.49035 0.109 0.153 -0.013
H 3.42598 1.32405 -5.25825 -0.173 -0.020 0.041
H 6.02750 2.70495 -4.77318 0.156 0.045 0.254
H 5.59498 1.39934 -3.63170 0.005 0.013 0.112
H 5.67195 1.08855 -5.34687 0.101 0.004 -0.075
O -4.30271 -1.47569 4.45735 -0.099 -0.009 -0.044
C -3.50505 -2.34927 4.61765 0.125 0.177 0.042
O -3.78357 -3.46790 5.33138 -0.001 -0.061 0.004
C -2.61327 -4.29477 5.44327 0.080 -0.047 -0.021
C -1.72226 -3.88666 4.27585 0.017 0.096 -0.033
C -2.07201 -2.40693 4.12001 -0.026 -0.474 -0.095
H -2.14500 -4.09923 6.41042 0.013 0.019 -0.004
H -2.92228 -5.33627 5.40660 -0.093 0.021 0.019
H -0.66689 -4.08124 4.45427 -0.006 0.017 0.058
H -2.01790 -4.43173 3.37832 0.002 -0.017 0.002
H -1.45704 -1.76940 4.75626 -0.010 0.081 -0.050
H -2.01522 -2.06321 3.09117 0.008 0.228 0.065
```
Positions in Å, forces in eV/Å.

Calculated values
HOMO level in eV: -9.68
E_LUMO in eV: 0.55
Gap between HOMO and LUMO in eV: 10.23
E in a.u.: -1116.41875

Mulliken population analysis, charges in e, atoms 1 to 4:
1. C -1.1985
2. C 0.0154
3. C -0.5297
4. C -0.6856